Model w:
Entry from OMol25: a single CH2Cl2O3 molecule (wB97M-V/def2-TZVPD).

Cartesian coordinates (Å):
1 O -1.19169 0.01087 0.66422
2 C -0.09923 -0.05094 -0.13854
3 O -0.28121 0.41422 -1.36360
4 Cl 0.28343 -2.11064 -0.14531
5 O 0.95284 0.47844 0.58382
6 Cl 2.56976 0.55449 0.00927
7 H -1.06627 -0.11271 1.65327
8 H -1.16763 0.81627 -1.26314

spin multiplicity	1
SMILES	OC(O)(Cl)OCl
E_HOMO	-0.385	Eh

Atomic partial charges in e from the natural (NBO) method, atoms 1 to 5: number 1, O, carries -0.71; number 2, C, carries 0.91; number 3, O, carries -0.65; number 4, Cl, carries -0.34; number 5, O, carries -0.54

---

Model x:
Entry from OMol25: 2 unconnected molecules or ions with the total composition CH2Cl2O3 (wB97M-V/def2-TZVPD).

Cartesian coordinates (Å):
1 O 0.32899 -0.23894 1.42112
2 C 0.70641 -0.66106 0.38176
3 Cl 0.14634 -2.11142 -0.24865
4 O 1.46150 -0.10490 -0.52305
5 Cl 2.30770 1.33312 -0.21618
6 O -1.34455 0.70427 -0.41818
7 H -1.90817 1.22883 0.31759
8 H -1.69821 -0.14990 -0.71440

spin multiplicity	1
SMILES	O=C(Cl)OCl.O
E_HOMO	-0.411	Eh

Atomic partial charges in e from the natural (NBO) method, atoms 1 to 5: number 1, O, carries -0.53; number 2, C, carries 0.72; number 3, Cl, carries 0.02; number 4, O, carries -0.50; number 5, Cl, carries 0.30

---

model x ends up most stable, edging out the next structure by 0.0050 hartree.

---

Model w:
Entry from OMol25: a single C11H22N2O3 molecule (wB97M-V/def2-TZVPD).

Cartesian coordinates (Å):
1 C -2.28489 2.71119 0.05358
2 C -2.02966 1.23692 -0.26821
3 C -3.01364 0.70928 -1.31012
4 C -2.00284 0.41897 1.01229
5 C -1.59621 -1.04967 0.86444
6 N -0.31621 -1.25072 0.23527
7 C 0.83037 -0.95024 0.89451
8 O 0.78926 -0.42467 2.01178
9 C 2.12585 -1.24303 0.13138
10 N 1.82602 -1.59973 -1.24119
11 C 3.12839 -0.08024 0.36106
12 C 4.50178 -0.44004 -0.16512
13 C 2.62885 1.26740 -0.17651
14 C -2.59924 -1.93010 0.10900
15 O -2.30353 -2.64234 -0.81885
16 O -3.84700 -1.89843 0.55957
17 H -1.52689 3.14177 0.72155
18 H -2.33496 3.37480 -0.83834
19 H -3.26344 2.81239 0.53897
20 H -1.01884 1.17418 -0.67632
21 H -3.04677 1.41063 -2.14511
22 H -2.72079 -0.29787 -1.67677
23 H -4.04212 0.66348 -0.88513
24 H -2.97399 0.48498 1.53190
25 H -1.25784 0.80845 1.67534
26 H -1.60245 -1.44544 1.88752
27 H -0.25076 -1.85184 -0.58801
28 H 2.55325 -2.12182 0.60520
29 H 1.68587 -0.77192 -1.81633
30 H 2.58097 -2.10987 -1.65956
31 H 3.18445 -0.00260 1.46046
32 H 5.23782 0.33722 0.14759
33 H 4.51275 -0.57213 -1.24257
34 H 4.81966 -1.40090 0.28557
35 H 2.44515 1.18002 -1.25553
36 H 3.35371 2.08741 0.00649
37 H 1.69328 1.53433 0.35667
38 H -3.86536 -1.26981 1.31355

spin multiplicity	1
SMILES	CC(C)C[C@H](NC(=O)[C@@H](N)C(C)C)C(=O)O
E_HOMO	-0.347	Eh

Atomic partial charges in e from the natural (NBO) method, atoms 1 to 5: number 1, C, carries -0.60; number 2, C, carries -0.23; number 3, C, carries -0.62; number 4, C, carries -0.40; number 5, C, carries -0.17

---

Model x:
Entry from OMol25: a single C11H22N2O3 molecule (wB97M-V/def2-TZVPD).

Cartesian coordinates (Å):
1 C 3.18753 1.05397 -1.03183
2 C 3.15595 -0.21086 -0.08715
3 C 1.78221 -0.76258 0.35607
4 C 1.82314 -2.00348 1.28035
5 C 0.86252 -0.96209 -0.93839
6 N 0.26279 0.22370 -1.29147
7 C -0.08561 1.25144 -0.49152
8 O 0.13847 2.38508 -0.89481
9 C -0.79762 1.09308 0.87855
10 N -0.31080 2.17114 1.66739
11 C -2.23081 0.79454 0.65682
12 C -2.90205 -0.24154 1.56084
13 C -3.07390 1.99965 0.38642
14 C -0.17250 -2.08648 -0.84174
15 O -0.01642 -3.19516 -0.44350
16 O -1.40228 -1.72384 -1.26719
17 H 4.19443 1.45455 -1.19667
18 H 2.47429 1.82156 -0.67748
19 H 3.00569 0.93013 -2.10343
20 H 3.65450 -1.00593 -0.72184
21 H 3.74212 0.07485 0.70427
22 H 1.40873 -0.02053 1.11650
23 H 2.69537 -1.96248 1.94879
24 H 0.88761 -2.03962 1.94805
25 H 1.93725 -2.93676 0.68417
26 H 1.38954 -1.37445 -1.79715
27 H 0.44185 0.53472 -2.21865
28 H -0.40992 0.21109 1.34155
29 H -0.57708 2.19214 2.61303
30 H -0.38171 3.09379 1.26952
31 H -2.14782 0.20745 -0.33559
32 H -3.09010 0.09225 2.60795
33 H -3.85616 -0.58510 1.16304
34 H -2.27994 -1.16284 1.64843
35 H -4.06350 1.76237 0.02355
36 H -3.27093 2.42772 1.36370
37 H -2.57885 2.75826 -0.30598
38 H -1.89063 -2.51973 -1.23372

spin multiplicity	1
SMILES	CC[C@H](C)[C@H](NC(=O)[C@@H](N)C(C)C)C(=O)O
E_HOMO	-0.336	Eh

Atomic partial charges in e from the natural (NBO) method, atoms 1 to 5: number 1, C, carries -0.63; number 2, C, carries -0.39; number 3, C, carries -0.22; number 4, C, carries -0.62; number 5, C, carries -0.14

---

model w ends up most stable, edging out the next structure by 0.0829 hartree.

---

Model w:
Entry from OMol25: 2 unconnected molecules or ions with the total composition C2H6OS (wB97M-V/def2-TZVPD).

Cartesian coordinates (Å):
1 C 0.91184 0.83445 -1.76873
2 C 1.22881 -0.04630 -0.79273
3 O 2.02493 0.49530 0.19034
4 H 0.57075 0.58192 -2.78800
5 H 1.12850 1.88894 -1.69999
6 H 1.06543 -1.16189 -0.85969
7 H 2.06688 -0.27399 0.87285
8 S -1.86135 -0.48216 0.93059
9 H -2.95039 -0.97831 1.51143
10 H -1.14287 -1.03339 1.91987

spin multiplicity	1
SMILES	C=CO.S
E_HOMO	-0.325	Eh

Atomic partial charges in e from the natural (NBO) method, atoms 1 to 5: number 1, C, carries -0.50; number 2, C, carries 0.10; number 3, O, carries -0.67; number 4, H, carries 0.21; number 5, H, carries 0.20

---

Model x:
Entry from OMol25: 2 unconnected molecules or ions with the total composition C2H6OS (wB97M-V/def2-TZVPD).

Cartesian coordinates (Å):
1 C 0.48201 2.91537 -0.36800
2 C -0.06640 1.72525 -0.41036
3 O 0.69135 0.59774 -0.06490
4 H -0.05975 3.84295 -0.56794
5 H 1.40983 3.15341 0.13157
6 H -0.95630 1.37543 -0.93078
7 H 0.74306 0.53697 0.90296
8 S -0.54053 -5.01726 0.93489
9 H -1.31294 -5.36019 -0.10262
10 H -0.39033 -3.76967 0.47519

spin multiplicity	1
SMILES	C=CO.S
E_HOMO	-0.359	Eh

Atomic partial charges in e from the natural (NBO) method, atoms 1 to 5: number 1, C, carries -0.46; number 2, C, carries 0.12; number 3, O, carries -0.73; number 4, H, carries 0.21; number 5, H, carries 0.20

---

model x ends up most stable, edging out the next structure by 0.0045 hartree.

---

Model w:
Entry from OMol25: 3 unconnected molecules or ions with the total composition C3H12O2S (wB97M-V/def2-TZVPD).

Cartesian coordinates (Å):
1 C 0.26703 0.26229 -0.21597
2 C 1.48394 0.73459 0.62956
3 S 2.66778 1.44828 -0.68122
4 C 1.53835 2.03730 -1.93640
5 H -0.51578 -0.20840 0.40336
6 H -0.20606 1.16745 -0.49298
7 H 0.72299 -0.25498 -1.00324
8 H 1.49341 1.56931 1.25657
9 H 1.99685 -0.15895 1.19143
10 H 0.82411 2.73894 -1.38619
11 H 0.89580 1.36788 -2.62778
12 H 2.25905 2.42873 -2.61359
13 O -3.89483 -3.00253 -0.11917
14 H -4.64276 -2.57865 -0.68894
15 H -4.26708 -3.48817 0.54802
16 O -3.02655 -2.07662 2.74136
17 H -2.92293 -2.21137 1.81123
18 H -2.68710 -1.11612 2.66100

spin multiplicity	1
SMILES	CCSC.O.O
E_HOMO	-0.310	Eh

Atomic partial charges in e from the natural (NBO) method, atoms 1 to 5: number 1, C, carries -0.62; number 2, C, carries -0.48; number 3, S, carries 0.14; number 4, C, carries -0.78; number 5, H, carries 0.21

---

Model x:
Entry from OMol25: 3 unconnected molecules or ions with the total composition C3H12O2S (wB97M-V/def2-TZVPD).

Cartesian coordinates (Å):
1 C 0.52580 -1.24753 -0.71142
2 C 1.38476 -0.00570 -0.36807
3 S 2.22923 -0.10813 1.20159
4 C 0.85143 0.04435 2.30403
5 H 0.26617 -1.11230 -1.75349
6 H 1.18426 -2.08795 -0.47526
7 H -0.31966 -1.42134 -0.05008
8 H 2.13916 0.23232 -1.11851
9 H 0.78245 0.90975 -0.42839
10 H 0.23523 -0.85008 2.21305
11 H 0.33246 0.98962 2.16080
12 H 1.24656 -0.00525 3.31922
13 O -2.43918 0.58292 -0.09342
14 H -3.19205 0.75581 0.48704
15 H -1.73574 0.51044 0.55544
16 O -0.86154 1.15196 -2.45124
17 H -1.20579 0.56240 -3.11929
18 H -1.42355 1.09872 -1.67198

spin multiplicity	1
SMILES	CCSC.O.O
E_HOMO	-0.310	Eh

Atomic partial charges in e from the natural (NBO) method, atoms 1 to 5: number 1, C, carries -0.63; number 2, C, carries -0.55; number 3, S, carries 0.21; number 4, C, carries -0.77; number 5, H, carries 0.23

---

model x ends up most stable, edging out the next structure by 0.0571 hartree.

---

Model w:
Entry from OMol25: 2 unconnected molecules or ions with the total composition C5H13N2O4 (wB97M-V/def2-TZVPD).

Cartesian coordinates (Å):
1 C 0.81592 -0.32933 1.49900
2 C 1.25895 0.72994 0.48871
3 C -0.37308 -0.62682 0.27771
4 C -0.85166 -1.91071 -0.40875
5 C 1.28319 2.07471 1.03424
6 N -1.07379 -3.01338 0.34436
7 N -1.21999 0.29477 -2.95552
8 O 0.23197 0.43643 -0.54409
9 O 0.22363 0.16990 2.57364
10 O -1.24771 -1.90535 -1.57437
11 O 1.20449 2.98856 0.00420
12 H 1.42161 -1.15452 1.66313
13 H 2.24185 0.41122 0.05044
14 H -1.21259 -0.08787 0.75952
15 H 2.19445 2.31315 1.75741
16 H 0.52096 2.14191 1.70009
17 H -0.71726 -3.18221 1.23314
18 H -1.49797 -3.77583 -0.18809
19 H -1.04836 0.02343 -3.93915
20 H -0.32849 0.41465 -2.31278
21 H -1.61291 1.23850 -2.70736
22 H 0.18370 -0.45931 3.32927
23 H -1.37555 -0.64257 -2.49791
24 H 0.97865 3.85074 0.41317

spin multiplicity	1
E_HOMO	-0.482	Eh
net charge	+1

Atomic partial charges in e from the natural (NBO) method, atoms 1 to 5: number 1, C, carries 0.13; number 2, C, carries 0.07; number 3, C, carries -0.06; number 4, C, carries 0.67; number 5, C, carries -0.10

---

Model x:
Entry from OMol25: 2 unconnected molecules or ions with the total composition C5H13N2O4 (wB97M-V/def2-TZVPD).

Cartesian coordinates (Å):
1 C 0.21654 -0.94834 1.41833
2 C -0.52710 -2.91810 2.65924
3 C 0.20132 -1.62961 2.75273
4 C 0.45004 0.58255 -0.41903
5 C -0.26396 1.91479 -3.00247
6 N 1.06485 -0.33420 0.74389
7 N -1.36512 1.89046 -2.35616
8 O 0.71811 1.88034 0.07593
9 O -0.76448 0.23034 -0.62257
10 O 0.37078 0.74810 -3.34002
11 O 0.39935 2.99487 -3.22916
12 H -0.79556 -0.99380 0.93357
13 H -0.79097 -3.35653 3.70052
14 H -1.40302 -2.92160 1.99630
15 H 0.12510 -3.77315 2.29326
16 H -0.12429 -0.70892 3.34625
17 H 1.22940 -1.76161 3.13518
18 H 1.12194 0.43853 -1.25686
19 H 2.10931 -0.17399 1.01112
20 H -1.71665 2.78979 -2.17702
21 H -0.09542 2.27105 0.52658
22 H -1.32589 1.11739 -1.41418
23 H -0.07716 -0.11144 -3.25431
24 H 1.24289 2.77307 -3.52112

spin multiplicity	1
E_HOMO	-0.516	Eh
net charge	+1

Atomic partial charges in e from the natural (NBO) method, atoms 1 to 5: number 1, C, carries 0.29; number 2, C, carries -0.64; number 3, C, carries -0.48; number 4, C, carries 0.55; number 5, C, carries 0.92

---

model x ends up most stable, edging out the next structure by 0.0236 hartree.